DFT (the ωB97M-V functional and the def2-TZVPD basis) results for C58H71N4O2SeV as an isolated structure.

Computed properties:
LUMO level (alpha / beta): -0.042 / -0.042 eV
maximum force: 0.080 Eh/bohr
relative energy (zero: lowest compared OMol25 entry of this formula, charge and spin): 0.0 kJ/mol
spin multiplicity: 1

Geometry as XYZ:
```
137
Properties=species:S:1:pos:R:3:lowdin_charge:R:1
V -0.0286 0.0384 -0.3567 0.943
C 3.1892 -3.3043 6.2699 -0.069
C 1.8283 -3.5487 5.6213 -0.558
C 1.7246 -5.0352 5.2481 -0.048
C 0.7333 -3.2028 6.6446 -0.046
C 1.6314 -2.6952 4.3647 -0.157
C 0.4356 -2.7732 3.6504 -0.055
C 0.2483 -2.0219 2.5116 -0.370
Se -1.5056 -2.0022 1.6866 1.164
C -2.1211 -0.5198 2.7272 -0.401
C -2.8579 -0.7995 3.8688 -0.082
C -3.2237 0.2167 4.7464 -0.180
C -2.7462 1.4823 4.4336 0.005
C -1.9764 1.8070 3.3150 -0.069
C -1.6975 0.7912 2.3553 -0.324
O -1.0544 1.0500 1.2304 -0.212
C -1.4882 3.2775 3.2434 -0.520
C -0.3586 3.5207 2.2399 -0.052
C -0.9323 3.7154 4.6110 -0.058
C -2.6728 4.1833 2.8798 -0.034
C -4.0230 -0.0817 6.0163 -0.562
C -5.3002 -0.8627 5.6723 -0.055
C -3.1649 -0.9241 6.9714 -0.050
C -4.4314 1.2059 6.7363 -0.071
C 1.2525 -1.1446 2.0482 -0.232
O 0.9639 -0.4535 0.8924 -0.279
C 2.4169 -0.9685 2.7829 -0.067
C 2.5757 -1.7951 3.9072 0.022
C 3.5382 0.0624 2.5198 -0.519
C 3.7831 0.8653 3.8118 -0.045
C 3.2296 1.0955 1.4340 -0.040
C 4.8211 -0.6814 2.1241 -0.038
H 3.2868 -3.9419 7.1539 0.086
H 4.0117 -3.5487 5.5889 0.089
H 3.3010 -2.2639 6.5950 0.088
H 1.8768 -5.6616 6.1350 0.085
H 0.7434 -5.2760 4.8266 0.079
H 2.4853 -5.2989 4.5055 0.091
H 0.8800 -3.7755 7.5684 0.086
H 0.7602 -2.1362 6.8905 0.092
H -0.2657 -3.4305 6.2590 0.075
H -0.3728 -3.4195 3.9779 0.105
H -3.1269 -1.8324 4.0641 0.096
H -2.9751 2.2868 5.1235 0.086
H 0.5207 2.9154 2.4808 0.079
H -0.6616 3.2711 1.2359 0.048
H -0.0712 4.5806 2.2828 0.089
H -0.1521 3.0253 4.9472 0.091
H -0.4921 4.7144 4.5212 0.082
H -1.6992 3.7669 5.3886 0.071
H -3.0476 3.9361 1.8844 0.070
H -3.4963 4.0553 3.5904 0.083
H -2.3700 5.2388 2.8900 0.086
H -5.0751 -1.8391 5.2336 0.075
H -5.8973 -1.0310 6.5760 0.082
H -5.9096 -0.3030 4.9553 0.090
H -2.8708 -1.8701 6.5037 0.075
H -2.2515 -0.3840 7.2421 0.088
H -3.7180 -1.1537 7.8919 0.084
H -5.0197 1.8588 6.0816 0.090
H -5.0452 0.9588 7.6079 0.083
H -3.5593 1.7661 7.0920 0.083
H 3.4974 -1.6939 4.4668 0.091
H 2.8775 1.4119 4.0978 0.092
H 4.0779 0.2361 4.6553 0.073
H 4.5838 1.5922 3.6422 0.086
H 2.2965 1.6257 1.6341 0.079
H 4.0393 1.8322 1.4217 0.092
H 3.1739 0.6512 0.4464 0.062
H 5.1455 -1.3763 2.9054 0.080
H 4.6631 -1.2533 1.2027 0.086
H 5.6305 0.0360 1.9479 0.088
C -2.6091 4.8873 -4.6682 -0.028
C -1.8047 3.9216 -5.5090 -0.197
C -1.7269 4.0756 -6.8902 -0.042
C -1.0014 3.1990 -7.6872 -0.082
C -0.3602 2.1221 -7.0954 -0.078
C -0.4283 1.9417 -5.7200 -0.039
C -1.1223 2.8522 -4.9214 -0.169
N -1.2390 2.7232 -3.5066 0.150
C -0.4164 2.0812 -2.6386 -0.376
N 0.8655 1.9938 -3.0312 0.155
C 1.8212 1.0097 -2.6748 -0.190
C 1.5761 0.0889 -1.6673 -0.110
C 2.5207 -0.9362 -1.5239 -0.114
C 3.6650 -0.9995 -2.2979 -0.080
C 3.9096 -0.0085 -3.2441 -0.052
C 2.9899 1.0073 -3.4499 -0.213
C 3.2352 2.0754 -4.4964 -0.040
N -0.8450 1.6452 -1.4747 0.068
C -2.2011 2.0541 -1.1194 -0.225
C -3.1860 1.1001 -0.8580 -0.028
C -4.4851 1.4763 -0.5626 -0.058
C -4.8247 2.8218 -0.5348 -0.079
C -3.8431 3.7712 -0.7562 -0.062
C -2.5206 3.4165 -1.0327 -0.241
C -1.4857 4.5065 -1.1917 -0.031
H -3.2455 5.4988 -5.3050 0.082
H -1.9593 5.5585 -4.0998 0.081
H -3.2627 4.3819 -3.9486 0.080
H -2.2498 4.9104 -7.3473 0.113
H -0.9537 3.3481 -8.7593 0.104
H 0.1788 1.4003 -7.7002 0.108
H 0.0377 1.0666 -5.2777 0.105
H -2.1419 2.9448 -3.1214 0.108
H 1.0700 2.4999 -3.8696 0.102
H 2.3672 -1.7020 -0.7733 0.094
H 4.3745 -1.8072 -2.1552 0.103
H 4.8196 -0.0254 -3.8367 0.109
H 4.2706 2.0381 -4.8318 0.079
H 3.0569 3.0857 -4.1084 0.087
H 2.6012 1.9410 -5.3815 0.075
H -2.9186 0.0547 -0.8551 0.099
H -5.2298 0.7147 -0.3503 0.111
H -5.8405 3.1282 -0.3095 0.105
H -4.0907 4.8279 -0.6889 0.118
H -1.7251 5.3381 -0.5288 0.089
H -1.4483 4.8956 -2.2131 0.052
H -0.4891 4.1505 -0.9370 0.081
C -1.9138 -0.8202 -3.7835 -0.025
C -1.7289 -2.1818 -3.1633 -0.196
C -2.2132 -3.3099 -3.8042 -0.053
C -1.9694 -4.5795 -3.2945 -0.076
C -1.1929 -4.7182 -2.1592 -0.051
C -0.6804 -3.6097 -1.4873 -0.198
C 0.2317 -3.8442 -0.3053 -0.067
C -1.0019 -2.3293 -1.9626 -0.215
N -0.5805 -1.1734 -1.2873 -0.055
H -2.3516 -0.9095 -4.7789 0.084
H -0.9464 -0.3205 -3.8754 0.063
H -2.5557 -0.1750 -3.1858 0.068
H -2.7737 -3.1915 -4.7253 0.108
H -2.3578 -5.4562 -3.8033 0.104
H -0.9595 -5.7090 -1.7768 0.116
H 1.0451 -4.5155 -0.5914 0.094
H -0.3070 -4.3171 0.5202 0.069
H 0.6664 -2.9251 0.0643 0.026
```